(1)
The following is a quantum chemistry calculation of a molecular structure, C22H48Br2N4O6V, from OMol25.

Structure (XYZ):
```
83
Properties=species:S:1:pos:R:3:forces:R:3
O -6.75153 -13.63913 19.92875 0.585 -0.389 -0.890
V -6.71439 -14.47107 18.63840 -2.714 -1.126 0.977
C -4.50013 -18.64214 15.08611 -0.257 -0.004 -0.192
C -5.83940 -19.05158 14.49681 -0.412 0.493 0.811
N -6.33997 -20.39602 14.95448 -0.096 -0.750 -0.064
C -6.05472 -20.63052 16.39277 0.345 -0.573 -0.272
C -7.85180 -20.44284 14.81859 -0.439 1.205 0.526
C -8.37214 -20.07001 13.46754 0.068 -0.953 -0.916
C -5.67124 -21.45350 14.12025 0.549 0.277 -0.591
C -5.79912 -22.90695 14.51972 -0.373 -0.530 -0.355
O -7.14579 -23.26658 14.73802 0.276 0.718 -0.014
C -7.28903 -24.48597 15.43421 -0.317 -0.228 0.158
H -4.58962 -18.42230 16.14758 0.050 -0.138 0.061
H -4.20916 -17.70807 14.60786 0.193 -0.129 -0.148
H -3.73660 -19.40173 14.93196 0.191 0.181 -0.028
H -5.86395 -19.03532 13.41406 0.148 -0.122 -0.109
H -6.60225 -18.35299 14.85577 0.072 0.046 -0.170
H -4.98018 -20.67430 16.54527 0.006 0.315 0.124
H -6.42600 -21.62444 16.62870 -0.348 0.158 0.186
H -6.55122 -19.85193 16.95841 0.109 -0.009 0.259
H -8.21037 -19.68615 15.52590 0.184 -0.102 0.083
H -8.22771 -21.38961 15.17173 0.256 -0.343 -0.129
H -8.05906 -20.81297 12.72657 0.022 0.190 -0.075
H -8.07513 -19.08531 13.12767 -0.082 0.172 0.011
H -9.45726 -20.15031 13.45823 -0.047 0.193 0.181
H -4.60603 -21.20806 14.08119 -0.045 -0.054 0.238
H -6.00191 -21.28279 13.09774 -0.326 -0.166 0.051
H -5.16545 -23.19262 15.36768 -0.075 0.235 0.109
H -5.42718 -23.46739 13.64871 0.212 0.038 0.159
H -8.35924 -24.65918 15.52009 0.031 -0.095 -0.010
H -6.87023 -24.40506 16.44308 0.117 -0.121 -0.061
H -6.83407 -25.31317 14.88717 0.072 -0.040 0.059
C -9.49229 -17.31725 18.20926 -0.667 0.744 0.331
C -8.42999 -16.28804 18.26284 -0.030 -0.011 -0.484
O -7.42908 -16.17112 17.47326 0.659 0.298 0.411
O -8.51234 -15.38046 19.15207 1.468 1.309 0.075
H -10.00843 -17.28997 17.24646 0.475 -0.420 -0.251
H -10.27185 -16.98888 18.90869 0.151 -0.220 0.161
H -9.12026 -18.29603 18.50125 0.052 -0.126 -0.306
C -11.65886 -14.63986 19.72913 0.042 -0.520 0.038
O -12.19999 -15.73424 19.68601 0.209 -0.187 -0.172
N -12.14722 -13.51942 19.19113 -0.189 0.038 -0.462
C -11.51384 -12.24199 19.37905 0.514 0.145 0.409
C -13.36136 -13.56417 18.36581 0.259 0.462 0.687
H -10.66193 -14.54076 20.19177 -0.128 0.374 0.160
H -12.17794 -11.54051 19.88559 -0.083 0.073 -0.217
H -11.15464 -11.82249 18.43523 -0.235 0.088 -0.024
H -10.64458 -12.34991 20.03551 -0.082 -0.111 -0.051
H -14.22487 -13.27405 18.96628 -0.093 -0.175 -0.026
H -13.25196 -12.80388 17.59273 -0.017 -0.205 -0.225
H -13.48662 -14.56503 17.97314 -0.095 -0.010 -0.127
C -7.32622 -18.74475 22.64080 -0.014 -0.102 -0.103
O -6.97945 -19.89804 22.74594 0.015 -0.010 -0.033
N -8.48393 -18.33481 22.05721 -0.002 -0.156 -0.303
C -8.85527 -16.95382 22.09115 -0.376 1.377 0.142
C -9.48809 -19.31248 21.65592 0.436 -0.213 0.454
H -6.70834 -17.90059 22.99668 -0.009 -0.002 -0.002
H -9.17520 -16.56767 23.06694 0.073 -0.337 0.093
H -9.69768 -16.74288 21.43013 -0.006 -0.325 -0.099
H -8.06084 -16.27542 21.75480 0.159 -0.307 0.076
H -10.10038 -18.88398 20.86932 -0.179 -0.030 -0.013
H -8.98702 -20.21622 21.31358 0.032 0.054 -0.091
H -10.09550 -19.60699 22.51474 -0.220 0.088 -0.133
C -10.20426 -16.30374 13.96699 -0.905 -0.037 0.117
C -10.22262 -15.02566 14.80726 0.792 -0.574 0.182
C -11.53054 -14.26808 14.71562 -0.229 0.056 -0.599
C -12.65550 -15.10091 15.14162 -0.125 -0.019 0.245
N -13.50113 -15.79762 15.48714 0.149 0.065 -0.015
H -11.10899 -16.88669 14.17987 0.183 -0.033 0.112
H -9.35809 -16.94743 14.20076 0.182 0.107 -0.161
H -10.27286 -16.08947 12.89933 0.369 0.050 0.002
H -9.39737 -14.37661 14.50023 -0.122 0.104 0.011
H -10.03346 -15.29608 15.85600 -0.072 0.096 -0.058
H -11.71047 -14.00419 13.66686 -0.022 0.134 0.139
H -11.49364 -13.34487 15.29066 -0.152 0.023 0.058
Br -11.05986 -19.77475 15.79366 -0.139 0.158 0.019
C -12.34943 -19.93521 17.25957 0.924 -0.364 0.590
C -13.70795 -20.35733 16.82950 -0.773 0.181 -0.362
Br -13.66993 -22.06403 15.90566 -0.055 0.005 0.201
H -12.26842 -19.00144 17.81004 -0.515 0.209 -0.222
H -11.92604 -20.69938 17.91024 0.050 -0.063 -0.128
H -14.22139 -19.67858 16.15496 0.270 0.180 -0.061
H -14.34712 -20.45138 17.70697 0.115 -0.211 0.043
```
Positions in Å, forces in eV/Å.

Computed properties:
* electronic energy: -7628.91867 Ha
* charge: +2
* ⟨S²⟩: 0.788
* 2S+1: 2



(2)
The following is a quantum chemistry calculation of 11 unconnected molecules or ions with the total composition H22N2O12, from OMol25.

Structure (XYZ):
```
36
Properties=species:S:1:pos:R:3:forces:R:3
N 25.87900 38.21000 14.38100 -1.226 -4.688 2.652
H 24.98700 37.60000 14.28200 1.710 1.246 0.037
H 26.42900 37.73400 15.16000 -0.320 0.099 -1.259
H 25.69300 39.03200 14.87900 -0.346 2.634 0.005
H 26.40900 38.16400 13.54300 0.615 0.723 -0.926
N 27.84100 41.94600 14.16900 3.801 -2.579 0.369
O 28.70600 41.93200 13.22000 -0.048 1.002 1.527
O 26.74000 41.60600 13.87200 -3.994 -0.118 -0.292
O 28.18600 41.97200 15.41000 0.014 0.869 -1.357
O 27.27600 34.96600 13.09900 -2.630 1.039 -3.768
H 27.52600 34.88600 12.09000 -0.455 0.100 3.028
H 26.26800 35.27500 12.97800 3.046 -1.139 0.735
O 23.10600 39.56200 13.74400 -1.679 0.093 4.118
H 23.55700 39.77600 12.96900 1.030 1.541 -1.589
H 22.96000 40.29800 14.44500 0.836 -1.519 -2.587
O 25.03100 36.80600 17.29000 4.636 15.660 2.171
H 24.64300 36.09700 17.33600 -6.807 -11.883 1.147
H 24.54100 37.53900 18.02300 2.227 -3.673 -3.448
O 28.00100 39.51200 11.60300 -1.632 0.019 -1.351
H 28.29900 40.24500 12.13100 0.479 0.952 0.854
H 28.35700 38.70100 11.90000 1.032 -0.919 0.704
O 26.62400 39.93800 16.86000 2.896 -0.055 1.801
H 27.23100 39.54800 17.59600 -1.885 0.680 -1.822
H 27.21700 40.71800 16.60900 -1.122 -0.602 -0.473
O 21.54300 37.35300 14.38600 -3.381 -3.558 2.029
H 22.18400 37.93900 14.12200 2.384 2.735 -0.182
H 21.33000 37.29400 15.35700 0.921 0.692 -1.800
O 25.23100 37.77500 11.52300 -2.881 -2.250 1.300
H 25.39100 38.63500 11.77400 0.393 3.397 0.748
H 25.96100 37.60700 11.01000 2.676 -0.918 -2.221
O 28.87200 37.47800 15.51000 1.212 -0.456 -0.106
H 29.20900 38.25600 15.93900 -0.633 1.338 0.505
H 29.76600 37.09900 15.40500 -0.783 -0.760 -0.485
O 24.53400 35.34300 14.02500 1.381 0.111 0.610
H 23.62800 35.28100 13.85800 -2.711 0.716 -1.575
H 24.47400 34.74800 14.76600 1.241 -0.530 0.902
```
Positions in Å, forces in eV/Å.

Computed properties:
* 2S+1: 1
* relative energy (zero: lowest compared OMol25 entry of this formula, charge and spin): 133.59 kJ/mol



(3)
The following is a quantum chemistry calculation of 13 unconnected molecules or ions with the total composition C13H52O13, from OMol25.

Structure (XYZ):
```
78
Properties=species:S:1:pos:R:3:forces:R:3
C 8.48567 23.47033 -32.70589 -0.060 -0.458 0.134
O 8.05060 24.13110 -31.49686 0.565 -1.156 -0.939
H 8.14318 22.43586 -32.73101 -0.356 0.111 0.304
H 8.12539 23.94101 -33.62126 -0.320 0.260 0.136
H 9.56526 23.38358 -32.83698 0.280 0.369 0.462
H 8.24976 25.05742 -31.67262 -0.095 0.561 0.210
C 14.26822 27.99580 -29.62577 -0.438 -0.894 -1.220
O 15.14426 29.07028 -29.50140 0.873 0.530 1.063
H 14.19906 27.84283 -30.70394 -0.958 -0.156 -0.131
H 14.61647 27.01614 -29.29668 0.700 0.350 0.641
H 13.31622 28.16401 -29.12276 -0.073 0.042 -0.248
H 14.60427 29.85769 -29.40394 0.055 -0.008 -0.107
C 10.50371 23.56225 -24.58230 -0.308 -0.346 0.409
O 9.96925 23.22592 -23.28146 -0.028 0.180 -0.819
H 9.92053 24.21725 -25.23084 -0.415 0.485 0.612
H 11.49554 23.98902 -24.43320 0.143 -0.190 -0.355
H 10.48575 22.64935 -25.17800 0.547 -0.259 0.296
H 9.46006 23.95706 -22.92385 0.020 0.117 -0.178
C 6.31183 22.04174 -26.60666 -0.555 -0.414 -0.826
O 7.57934 22.54420 -26.37332 0.897 0.082 1.208
H 6.18330 20.98253 -26.37715 0.335 -0.251 0.270
H 5.55782 22.56548 -26.01878 0.031 0.271 -0.157
H 6.12804 22.11589 -27.67954 -0.652 0.192 -0.066
H 8.06661 22.60961 -27.19972 -0.272 0.200 -0.181
C 12.96342 23.80192 -31.61045 0.445 1.712 -2.224
O 13.89561 24.80479 -31.19639 0.202 -0.950 2.271
H 12.38334 23.21281 -30.90088 0.778 0.321 0.764
H 12.23648 24.37625 -32.18707 -0.512 -0.443 -0.246
H 13.51167 23.18316 -32.32162 -0.368 -0.646 0.123
H 14.03209 25.48297 -31.86414 -0.595 -0.218 -0.403
C 9.13444 27.62871 -24.94434 1.621 -0.840 -0.211
O 8.69797 27.59337 -26.27291 -0.803 1.033 -0.932
H 9.32280 26.57242 -24.74560 -0.470 -0.055 1.358
H 10.14192 28.04466 -24.89223 0.045 0.468 0.121
H 8.49491 28.19648 -24.27004 -0.325 -0.455 -0.222
H 9.45589 27.32000 -26.79576 -0.010 -0.241 -0.117
C 13.23326 26.26831 -25.49214 -0.180 0.458 0.170
O 12.25027 26.83244 -26.34368 0.221 0.557 -0.170
H 13.67530 25.41617 -26.00772 0.186 -0.156 0.668
H 13.99790 27.00136 -25.23366 0.119 0.143 -0.496
H 12.76938 26.06396 -24.52624 0.063 -0.739 0.049
H 11.85238 26.09480 -26.81493 -0.475 0.009 0.073
C 12.07186 27.40213 -32.41792 0.099 0.695 0.466
O 13.07674 26.59856 -33.02305 -0.305 0.061 -0.245
H 12.01339 27.17688 -31.35327 -0.020 -0.458 -0.146
H 12.36263 28.45331 -32.43371 -0.034 0.158 -0.249
H 11.08935 27.28509 -32.87552 -0.002 -0.194 -0.014
H 12.93806 26.64202 -33.97210 0.207 -0.035 -0.054
C 11.18024 25.79834 -29.03059 -1.038 -1.623 -0.446
O 10.43977 25.44565 -27.85485 0.689 1.105 1.326
H 10.35526 25.73008 -29.74087 0.827 0.244 -1.194
H 11.69942 26.75450 -29.07914 -0.472 0.107 0.809
H 11.92809 25.01205 -29.13707 0.173 0.183 -0.750
H 10.26376 24.50306 -27.90777 -0.378 -0.012 -0.056
C 13.54024 22.76312 -27.16215 -0.304 0.279 0.615
O 14.56406 23.24387 -26.29497 0.182 -0.406 -0.565
H 13.70554 21.76745 -27.57523 0.344 -0.078 0.042
H 12.65894 22.70416 -26.52342 -0.217 0.082 -0.291
H 13.40558 23.47058 -27.98123 -0.315 -0.016 -0.133
H 15.29694 23.44857 -26.88130 0.333 0.088 0.249
C 8.12759 27.83210 -31.45309 -1.572 -0.491 -0.625
O 8.42342 26.68473 -32.27466 1.259 0.056 0.417
H 8.72009 28.72357 -31.65727 0.110 -0.181 -0.216
H 7.07564 27.95488 -31.71276 -0.088 1.091 0.520
H 8.14878 27.59950 -30.38887 0.395 -0.375 -0.177
H 8.12150 26.85160 -33.17050 -0.044 0.122 0.040
C 11.25408 29.95022 -29.71604 0.910 1.318 -0.056
O 12.38459 30.45705 -30.45968 -0.135 -0.307 -0.221
H 10.59044 30.76653 -29.42882 -0.245 0.015 -0.217
H 10.74522 29.28593 -30.41304 0.043 -0.294 0.510
H 11.62072 29.54212 -28.77401 -0.324 -0.711 -0.146
H 12.74575 31.26168 -30.08032 -0.314 0.064 0.207
C 9.74658 22.17602 -29.07158 0.597 0.628 -0.198
O 8.71121 23.11407 -28.76043 0.296 -0.851 -0.124
H 10.65732 22.64596 -28.69777 0.434 -0.469 0.037
H 9.63833 21.18395 -28.63338 -0.404 0.207 0.336
H 9.89054 22.02302 -30.14142 -0.237 0.180 -0.113
H 8.36523 23.45252 -29.59112 -0.306 0.248 -0.431
```
Positions in Å, forces in eV/Å.

Computed properties:
* 2S+1: 1
* relative energy (zero: lowest compared OMol25 entry of this formula, charge and spin): 322.14 kJ/mol